# C5H9N3O2

C5H9N3O2 as an isolated structure (the ωB97M-V functional and the def2-TZVPD basis, OMol25).

Last column: Mulliken charge in e.
Atoms and positions in Å:
1 N 1.6504 -0.8474 2.9326  -0.4402
2 C 2.2577 -0.1187 1.9493  0.4925
3 N 2.1488 1.1656 1.9499  -0.6801
4 C 2.6074 1.9122 0.8391  0.2018
5 C 3.8739 2.6719 1.0295  -0.8984
6 C 3.8395 1.5737 -0.0081  -0.2287
7 C 4.4801 0.2618 0.2326  0.8152
8 O 5.6540 0.1363 0.5279  -0.5640
9 N 3.1549 -0.8215 1.1880  -0.7957
10 H 1.0636 -1.6301 2.6808  0.2206
11 H 1.4659 -0.3772 3.8086  0.2180
12 H 1.8111 2.3961 0.2649  0.3407
13 H 3.9310 3.6950 0.6600  0.2751
14 H 4.4580 2.4490 1.9237  0.2589
15 H 3.8503 1.8971 -1.0502  0.3700
16 H 3.7421 -1.5346 1.6006  0.3032
17 H 3.0083 -1.4062 -0.1484  0.5566
18 O 3.9883 -0.9158 -1.1538  -0.7823
19 H 3.2780 -0.5115 -1.6619  0.3368

Forces on the atoms, in the same order (eV/Å):
N -0.17 -0.75 1.26
C 0.45 1.62 1.20
N -1.05 -1.43 -0.73
C 0.56 0.68 -0.33
C 0.51 0.12 -0.16
C -1.26 -0.35 -0.07
C 2.85 -0.19 0.42
O -3.31 -0.88 -0.46
N 1.32 -0.82 -4.69
H 0.32 0.14 0.12
H -0.46 0.04 -0.48
H 0.14 -0.05 0.45
H 0.17 -0.29 0.07
H -0.33 0.17 -0.15
H -0.10 -0.29 0.25
H -0.43 0.05 0.77
H 2.02 2.19 1.16
O -1.30 -0.37 1.80
H 0.08 0.42 -0.43

Output
ΔE to the lowest compared entry with this formula, charge and spin: 4.555 eV
HOMO energy: -8.87 eV
LUMO level: 0.5 eV
HOMO-LUMO gap: 9.40 eV

# C2HNOS

One molecule with the formula C2HNOS (the ωB97M-V functional and the def2-TZVPD basis, OMol25).

Last column: Mulliken charge in e.
Atoms and positions in Å:
1 C -1.3295 -0.2322 0.0273  0.2124
2 C 0.0113 -0.2981 0.0430  -0.0641
3 N -0.9763 -1.4611 -0.0273  -0.2998
4 O 2.3394 1.4436 0.0837  -0.4396
5 S 2.0435 0.0379 -0.1159  0.2972
6 H -2.0885 0.5099 -0.0109  0.2938

Forces on the atoms, in the same order (eV/Å):
C -0.78 0.97 -0.12
C 4.15 -1.94 -0.35
N 1.34 1.61 0.05
O 0.31 1.21 0.06
S -3.88 -1.72 0.27
H -1.15 -0.13 0.09

Output
ΔE to the lowest compared entry with this formula, charge and spin: 5.356 eV
HOMO energy (spin up / spin down): -7.83 / -8.04 eV
LUMO level (spin up / spin down): -1.1 / -0.8 eV
HOMO-LUMO gap (spin up / spin down): 6.75 / 7.21 eV

# H16NO6

A 7-piece molecular cluster, H16NO6 overall (the ωB97M-V functional and the def2-TZVPD basis, OMol25).

Last column: Mulliken charge in e.
Atoms and positions in Å:
1 N -0.4729 0.7321 0.1932  -0.2280
2 H -1.1999 0.6861 -0.3458  0.2889
3 H -0.3849 0.4991 1.0012  0.2154
4 H -0.0479 1.6231 0.1072  0.3453
5 H 0.1861 0.0161 -0.2688  0.3347
6 O 0.5781 -1.8759 -1.5918  -0.5808
7 H 1.4751 -2.1859 -1.7178  0.2940
8 H 0.2381 -2.6659 -1.2878  0.2941
9 O -3.2409 -1.0199 -0.7598  -0.6246
10 H -4.2109 -0.7919 -0.6208  0.3283
11 H -3.0129 -1.4849 -0.0168  0.3023
12 O -0.8609 -0.1889 3.7272  -0.6204
13 H 0.0261 0.0861 3.7092  0.2530
14 H -0.8369 -1.1259 3.8852  0.3467
15 O 1.6431 -1.0329 1.6342  -0.6326
16 H 1.8061 -0.5099 2.6132  0.3229
17 H 2.5911 -1.0679 1.3292  0.3329
18 O 2.6251 1.9801 -0.8758  -0.6056
19 H 2.6031 2.7821 -0.3618  0.3167
20 H 3.5161 1.7251 -0.9008  0.2982
21 O -1.1109 1.2231 -2.7328  -0.5442
22 H -1.4259 1.7681 -3.3848  0.2720
23 H -0.4839 0.8281 -3.3338  0.2906

Forces on the atoms, in the same order (eV/Å):
N 6.90 1.53 -9.75
H -6.62 -0.46 -3.27
H -0.45 -3.81 12.92
H 0.66 1.22 -0.58
H -0.50 1.07 0.17
O 1.30 2.31 -0.62
H 0.72 0.55 -0.38
H -2.07 -2.60 1.14
O -2.52 2.47 -2.42
H 1.86 -0.42 -0.37
H 0.78 -2.02 2.93
O -1.72 0.14 -0.49
H 1.73 0.58 0.27
H -0.03 -0.66 0.17
O 1.98 2.53 3.84
H -0.66 -2.37 -4.16
H -1.33 -0.06 0.25
O -2.21 0.05 0.05
H 0.13 0.51 0.16
H 1.99 -0.54 -0.13
O 1.39 -1.76 1.78
H -2.33 2.95 -1.91
H 1.01 -1.21 0.39

Output
ΔE to the lowest compared entry with this formula, charge and spin: 4.474 eV
HOMO energy: -14.74 eV
LUMO level: -3.2 eV
HOMO-LUMO gap: 11.50 eV
total charge: +1

# C46H39N3OOsPS5Sb2

C46H39N3OOsPS5Sb2 as an isolated structure (the ωB97M-V functional and the def2-TZVPD basis, OMol25).

Last column: Löwdin spin population.
Atoms and positions in Å:
1 Os 0.2729 2.1648 -0.1093  1.9580
2 C 2.7374 -2.2803 0.3493  0.1053
3 C 2.2096 -3.1716 1.4696  0.0296
4 C 1.1749 -2.5260 2.3833  0.0028
5 Sb -0.5743 -2.1178 1.2127  0.0246
6 C -1.1274 -4.1798 1.1453  0.0021
7 C -1.6450 -4.8375 2.2589  0.0005
8 C -1.8946 -6.2016 2.2141  0.0003
9 C -1.6263 -6.9241 1.0582  0.0004
10 C -1.1149 -6.2792 -0.0574  0.0002
11 C -0.8717 -4.9116 -0.0121  0.0012
12 C -1.9393 -1.5230 2.7271  0.0061
13 C -3.2113 -1.1010 2.3469  0.0020
14 C -4.1652 -0.7936 3.3070  0.0006
15 C -3.8550 -0.9059 4.6555  0.0000
16 C -2.5874 -1.3137 5.0430  0.0008
17 C -1.6285 -1.6120 4.0820  0.0013
18 Sb 1.6672 -1.9742 -1.5526  0.4985
19 C 2.3944 -3.6708 -2.5756  0.0506
20 C 2.4846 -3.6611 -3.9682  0.0156
21 C 2.9810 -4.7695 -4.6373  -0.0021
22 C 3.3818 -5.8918 -3.9254  0.0157
23 C 3.2940 -5.9064 -2.5405  0.0011
24 C 2.8115 -4.7959 -1.8640  0.0200
25 C -0.2940 -1.8385 -2.3626  0.0794
26 C -0.7137 -2.8490 -3.2164  0.0233
27 C -1.9551 -2.7475 -3.8362  0.0017
28 C -2.7547 -1.6403 -3.6152  0.0141
29 C -2.3231 -0.6287 -2.7621  0.0028
30 C -1.0953 -0.7255 -2.1335  0.0309
31 H 3.6334 -2.7007 -0.1105  0.0019
32 H 2.9560 -1.2719 0.6979  0.0040
33 H 3.0978 -3.4331 2.0576  0.0083
34 H 1.8254 -4.1168 1.0762  0.0011
35 H 1.5620 -1.6054 2.8223  0.0034
36 H 0.9048 -3.2137 3.1846  0.0005
37 H -1.8662 -4.2847 3.1653  0.0001
38 H -2.3008 -6.7033 3.0830  0.0000
39 H -1.8224 -7.9878 1.0274  0.0000
40 H -0.9121 -6.8360 -0.9637  0.0000
41 H -0.4918 -4.4167 -0.9014  0.0011
42 H -3.4708 -1.0226 1.2962  0.0007
43 H -5.1535 -0.4741 3.0022  0.0000
44 H -4.5991 -0.6696 5.4048  0.0000
45 H -2.3405 -1.3964 6.0929  0.0002
46 H -0.6456 -1.9370 4.4031  0.0002
47 H 2.1783 -2.7940 -4.5399  0.0009
48 H 3.0569 -4.7520 -5.7163  -0.0004
49 H 3.7670 -6.7557 -4.4504  0.0009
50 H 3.6035 -6.7808 -1.9837  -0.0001
51 H 2.7504 -4.8295 -0.7835  0.0015
52 H -0.0984 -3.7195 -3.4001  0.0014
53 H -2.2876 -3.5415 -4.4913  0.0002
54 H -3.7176 -1.5620 -4.1020  0.0009
55 H -2.9515 0.2336 -2.5798  0.0002
56 H -0.8071 0.0575 -1.4380  0.0278
57 S -0.8123 1.3617 6.9994  0.0296
58 C -0.5929 1.4926 5.3959  0.0016
59 S -1.7934 2.1083 4.2990  -0.0034
60 C -0.8741 1.8954 2.8356  0.0563
61 C 0.3797 1.3936 2.9757  0.1017
62 S 1.4196 1.1159 1.6235  0.2322
63 S 0.8862 1.0200 4.5934  0.0212
64 S -1.5264 2.2771 1.2886  0.2790
65 C 0.0413 4.7571 -2.5853  0.0284
66 P -0.0672 4.4041 -0.8122  0.0645
67 C 1.4121 5.0907 -0.0378  0.0080
68 C 1.4823 5.0897 1.3594  0.0066
69 C 2.6408 5.4998 1.9945  -0.0003
70 C 3.7403 5.8956 1.2419  0.0040
71 C 3.6796 5.8845 -0.1433  0.0006
72 C 2.5184 5.4811 -0.7873  0.0025
73 C -1.4995 5.3421 -0.2432  0.0046
74 C -2.7675 4.8422 -0.5378  0.0041
75 C -3.8975 5.5500 -0.1679  0.0007
76 C -3.7665 6.7571 0.5078  -0.0010
77 C -2.5078 7.2572 0.8025  0.0003
78 C -1.3711 6.5552 0.4244  -0.0006
79 H 0.1860 5.8285 -2.7284  0.0040
80 H -0.8949 4.4595 -3.0563  0.0008
81 H 0.8664 4.2088 -3.0367  0.0003
82 H 0.6273 4.7719 1.9474  -0.0003
83 H 2.6890 5.5058 3.0753  -0.0001
84 H 4.6484 6.2100 1.7390  0.0002
85 H 4.5374 6.1847 -0.7297  0.0000
86 H 2.4948 5.4608 -1.8688  0.0001
87 H -2.8725 3.8909 -1.0496  0.0023
88 H -4.8795 5.1593 -0.3986  0.0000
89 H -4.6493 7.3074 0.8048  0.0000
90 H -2.4058 8.1983 1.3259  0.0000
91 H -0.3916 6.9563 0.6495  0.0001
92 O 1.7916 2.1222 -1.5054  0.0800
93 N 1.7491 1.1557 -2.3890  0.0577
94 C 2.4054 1.4013 -3.4782  0.0324
95 C 2.4487 0.3587 -4.4582  0.0124
96 N 2.4730 -0.4956 -5.2254  0.0130
97 C 3.0352 2.6688 -3.7175  0.0030
98 N 3.5136 3.7024 -3.8646  0.0111

Forces on the atoms, in the same order (eV/Å):
Os -0.14 -0.17 0.27
C -0.19 0.10 -0.04
C 0.04 -0.04 0.02
C 0.03 0.01 -0.05
Sb -0.27 0.08 0.09
C 0.06 0.00 -0.04
C -0.02 0.00 -0.01
C -0.01 0.00 0.00
C 0.00 0.00 0.00
C 0.00 0.00 0.00
C 0.01 -0.01 0.00
C 0.10 0.03 0.09
C 0.00 0.01 -0.01
C -0.01 -0.01 0.00
C 0.01 0.00 0.01
C -0.01 0.00 0.00
C -0.04 -0.06 0.00
Sb 0.24 -0.25 -0.21
C 0.03 0.02 -0.02
C -0.03 0.02 -0.02
C 0.00 -0.01 0.01
C 0.00 0.01 0.00
C 0.00 0.00 -0.01
C -0.02 0.00 0.03
C 0.04 0.07 0.13
C 0.00 -0.03 -0.02
C 0.01 -0.01 0.00
C 0.00 0.02 0.01
C -0.01 -0.02 -0.01
C -0.14 0.06 0.00
H 0.03 0.03 0.02
H -0.03 0.00 0.01
H 0.00 -0.02 -0.01
H -0.02 0.01 0.00
H -0.01 0.00 0.01
H 0.02 0.00 0.01
H 0.01 0.00 0.00
H 0.00 0.00 0.00
H 0.00 0.00 0.00
H 0.00 0.00 0.00
H 0.00 0.00 0.01
H 0.01 0.01 0.00
H 0.00 0.00 0.00
H 0.00 0.00 0.00
H 0.01 0.01 0.02
H 0.01 0.01 0.00
H 0.01 0.01 0.01
H 0.00 0.00 0.00
H 0.00 0.00 0.00
H 0.00 0.00 0.00
H 0.00 0.01 0.00
H 0.01 0.01 0.00
H 0.00 0.00 0.00
H 0.00 0.00 0.00
H 0.00 0.00 0.00
H 0.13 -0.06 -0.03
S -0.01 0.01 0.00
C -0.01 -0.02 -0.02
S 0.00 -0.03 0.01
C 0.00 -0.07 0.04
C -0.08 -0.10 0.00
S 0.06 0.23 -0.18
S -0.02 0.00 0.00
S 0.20 0.12 -0.09
C 0.03 -0.04 -0.02
P 0.00 0.09 0.07
C -0.02 0.01 0.01
C 0.00 0.01 0.00
C -0.01 0.00 0.00
C 0.00 0.00 0.00
C 0.00 0.00 0.01
C -0.01 0.01 -0.02
C -0.01 -0.03 -0.03
C 0.00 -0.02 0.01
C 0.00 0.01 0.00
C 0.00 0.00 0.00
C 0.01 0.00 0.00
C 0.00 0.02 -0.01
H -0.01 0.00 -0.01
H 0.00 -0.01 0.00
H -0.01 0.02 0.02
H 0.00 -0.01 0.00
H 0.00 0.00 0.00
H 0.00 0.00 0.00
H 0.00 0.00 0.00
H 0.00 0.00 0.00
H 0.00 0.00 0.00
H 0.00 0.00 0.00
H 0.00 0.00 0.00
H 0.00 0.00 0.00
H 0.00 0.00 0.00
O -0.08 0.01 -0.07
N 0.08 -0.01 0.06
C -0.01 0.01 -0.08
C -0.04 0.00 -0.01
N -0.01 -0.02 0.00
C 0.12 -0.04 0.08
N -0.04 0.01 -0.03

Output
2S+1: 5
ΔE to the lowest compared entry with this formula, charge and spin: 0.000 eV
HOMO energy (spin up / spin down): -9.75 / -10.02 eV
LUMO level (spin up / spin down): -3.0 / -5.1 eV
HOMO-LUMO gap (spin up / spin down): 6.76 / 4.87 eV
total charge: +1